Density functional theory data (ωB97M-V/def2-TZVPD) for a cluster of 8 separate species, C12H40N2O12 in total.

Summary:
LUMO in eV: 0.54
Calculated total energy in eV: -40640.333
SMILES: NC(N)=O.OCCO.OCCO.OCCO.OCCO.CO.CO.CO
Molar mass in g/mol: 404.5
HOMO in eV: -9.9
HOMO-LUMO gap in eV: 10.45

```
! wB97M-V def2-TZVPD RIJCOSX def2/J DEFGRID3
* xyz 0 1
N -0.552 -4.083 1.620
C 0.676 -3.820 1.172
N 1.753 -4.681 1.498
O 0.808 -2.819 0.461
H -0.678 -4.576 2.488
H -1.247 -3.406 1.324
H 1.592 -5.586 1.949
H 2.420 -4.624 0.708
O -1.330 -3.996 -2.092
C -1.839 -2.655 -2.225
C -2.388 -2.124 -0.881
O -3.283 -3.048 -0.262
H -0.399 -3.899 -1.784
H -1.123 -1.968 -2.741
H -2.712 -2.699 -2.844
H -2.911 -1.212 -0.998
H -1.551 -1.798 -0.165
H -3.310 -3.882 -0.682
O 0.654 2.258 0.117
C 1.178 1.379 -0.829
C 1.214 -0.011 -0.229
O 1.976 -0.833 -1.080
H -0.276 2.168 0.305
H 0.579 1.419 -1.813
H 2.220 1.721 -1.041
H 0.117 -0.369 -0.110
H 1.685 0.116 0.728
H 1.919 -1.730 -0.711
O 0.628 5.238 0.084
C 1.243 5.643 1.312
C 1.644 4.399 2.100
O 2.853 3.821 1.513
H 0.900 4.316 -0.167
H 2.205 6.133 1.110
H 0.546 6.312 1.802
H 0.836 3.659 2.067
H 1.976 4.736 3.106
H 2.453 3.120 0.989
O -2.020 2.268 0.994
C -2.789 1.426 1.841
C -4.079 2.198 2.216
O -5.025 1.363 2.804
H -2.169 3.252 1.148
H -3.068 0.517 1.352
H -2.348 1.254 2.845
H -4.455 2.686 1.252
H -3.803 2.956 2.972
H -4.993 0.528 2.356
C 1.740 -3.649 -4.057
O 2.402 -2.905 -2.991
H 0.645 -3.376 -4.115
H 2.258 -3.590 -4.989
H 1.681 -4.644 -3.655
H 2.284 -1.975 -3.133
C 4.925 -4.041 -0.145
O 3.561 -4.132 -0.610
H 5.264 -2.945 -0.061
H 4.842 -4.423 0.853
H 5.672 -4.473 -0.834
H 3.344 -3.592 -1.303
C -2.625 5.497 -0.345
O -2.064 5.162 0.922
H -3.687 5.288 -0.184
H -2.561 6.546 -0.604
H -2.240 4.828 -1.153
H -1.164 5.360 0.826
*
```

Density functional theory data (ωB97M-V/def2-TZVPD) for a cluster of 2 separate species, C10H19NO in total.

Summary:
LUMO in eV: 0.86
Calculated total energy in eV: -14213.709
Relative energy (zero: lowest compared OMol25 entry of this formula, charge and spin) in kJ/mol: 185.63
SMILES: C[C@H]1[C@H](C)[C@H]1C.CC(=O)N1CC1
Molar mass in g/mol: 169.3
HOMO in eV: -9.7
HOMO-LUMO gap in eV: 10.54

```
! wB97M-V def2-TZVPD RIJCOSX def2/J DEFGRID3
* xyz 0 1
C -4.045 -0.174 -0.452
C -2.553 -0.022 -0.730
C -1.603 0.838 0.048
C -0.628 1.759 -0.640
C -1.481 -0.673 0.096
C -1.749 -1.346 1.420
H -4.276 -0.106 0.618
H -4.394 -1.149 -0.805
H -4.630 0.605 -0.945
H -2.339 -0.041 -1.815
H -2.039 1.250 0.978
H 0.222 1.958 0.030
H -0.218 1.343 -1.571
H -1.104 2.703 -0.869
H -0.702 -1.156 -0.484
H -0.916 -1.153 2.106
H -1.879 -2.447 1.356
H -2.662 -0.926 1.880
C 1.485 -1.146 -0.823
C 2.927 -0.858 -0.689
O 3.742 -1.751 -0.571
N 3.221 0.486 -0.488
C 2.973 1.014 0.882
C 4.374 0.726 0.414
H 1.303 -2.022 -1.432
H 1.092 -1.313 0.185
H 1.011 -0.284 -1.286
H 2.607 2.042 0.911
H 2.524 0.355 1.639
H 4.905 1.656 0.224
H 4.834 -0.169 0.814
*
```

Density functional theory data (ωB97M-V/def2-TZVPD) for the molecule C5H4FN.

Summary:
LUMO (alpha / beta) in eV: -1.01 / -0.61
Calculated total energy in eV: -9451.662
Relative energy (zero: lowest compared OMol25 entry of this formula, charge and spin) in kJ/mol: 532.78
Molar mass in g/mol: 97.1
HOMO (alpha / beta) in eV: -9.5 / -9.3
HOMO-LUMO gap (alpha / beta) in eV: 8.51 / 8.67

```
! wB97M-V def2-TZVPD RIJCOSX def2/J DEFGRID3
* xyz 0 1
C 0.843 -2.478 -0.040
C -1.226 0.316 -0.401
C -1.988 -0.721 -0.076
C 0.159 -0.079 -0.171
C 0.217 -1.426 0.575
N 1.410 -3.471 -0.195
F -3.245 -1.029 0.215
H -1.417 1.247 -0.875
H 0.573 -0.449 -1.253
H 0.800 0.720 0.209
H -0.103 -1.447 1.683
*
```

Density functional theory data (ωB97M-V/def2-TZVPD) for a cluster of 2 separate species, CH4Cl2P2S in total.

Summary:
LUMO (alpha / beta) in eV: -0.25 / -2.49
Calculated total energy in eV: -55557.494
Relative energy (zero: lowest compared OMol25 entry of this formula, charge and spin) in kJ/mol: 271.22
Molar mass in g/mol: 181.0
HOMO (alpha / beta) in eV: -8.8 / -8.9
HOMO-LUMO gap (alpha / beta) in eV: 8.51 / 6.40

```
! wB97M-V def2-TZVPD RIJCOSX def2/J DEFGRID3
* xyz 0 1
C 2.024 -0.421 0.567
P -2.025 -0.432 -0.229
P -0.590 1.089 -0.589
S -1.278 2.849 0.044
Cl -1.915 -0.532 1.742
Cl -1.083 -2.108 -0.827
H 1.671 -0.845 1.556
H 1.765 -1.074 -0.348
H 2.372 0.488 0.159
H -0.941 0.985 -2.077
*
```

Density functional theory data (ωB97M-V/def2-TZVPD) for a structure of composition C23H25BaN2O9.

Summary:
LUMO in eV: 1.50
Calculated total energy in eV: -46343.970
Relative energy (zero: lowest compared OMol25 entry of this formula, charge and spin) in kJ/mol: 1196.92
Molar mass in g/mol: 610.8
HOMO in eV: 0.1
HOMO-LUMO gap in eV: 1.38

```
! wB97M-V def2-TZVPD RIJCOSX def2/J DEFGRID3
* xyz -3 1
Ba -12.205 7.976 28.938
C -6.747 8.795 22.595
C -7.343 9.463 23.826
C -7.674 10.975 23.713
O -8.581 8.829 24.138
H -6.536 7.740 22.770
H -5.815 9.311 22.362
H -7.495 9.050 21.845
H -6.702 9.510 24.707
H -7.838 11.628 24.570
H -8.223 11.339 22.844
H -6.708 11.457 23.564
C -13.231 -0.109 29.317
C -13.207 1.215 29.666
C -13.737 1.706 31.128
O -13.500 2.825 31.458
C -14.296 0.753 31.961
C -14.348 -0.558 31.556
C -13.779 -0.995 30.222
O -13.711 -2.246 29.883
O -14.893 -1.420 32.366
O -12.835 2.018 28.801
H -12.716 -0.580 28.493
H -14.760 0.978 32.910
C -20.192 4.833 23.372
C -21.130 5.703 23.733
C -20.794 7.080 24.419
O -21.694 8.042 24.483
C -19.570 7.376 24.824
C -18.461 6.462 24.546
C -18.783 5.133 23.707
O -17.913 4.356 23.421
O -17.266 6.614 24.850
O -22.332 5.398 23.410
H -20.455 3.833 23.061
H -19.334 8.316 25.301
C -19.086 8.002 36.071
C -18.435 6.825 35.498
C -18.631 6.725 34.013
C -18.118 7.786 33.191
N -17.680 8.649 32.480
H -20.160 7.971 35.888
H -18.843 8.936 35.564
H -18.956 8.072 37.151
H -18.732 5.985 36.126
H -17.386 6.878 35.787
H -19.652 6.830 33.646
H -18.195 5.860 33.512
C -2.945 2.333 32.238
C -3.304 2.447 30.777
C -3.334 3.935 30.195
C -4.651 4.574 30.429
N -5.673 5.130 30.588
H -3.108 1.375 32.732
H -3.639 2.979 32.776
H -1.942 2.735 32.380
H -4.259 1.975 30.546
H -2.609 1.993 30.071
H -3.199 3.865 29.116
H -2.529 4.548 30.602
*
```

Density functional theory data (ωB97M-V/def2-TZVPD) for a cluster of 2 separate species, C4H14N4 in total.

Summary:
LUMO in eV: 0.95
Calculated total energy in eV: -10332.948
Relative energy (zero: lowest compared OMol25 entry of this formula, charge and spin) in kJ/mol: 275.63
SMILES: [H]/N=C(\C)NN.CNC
Molar mass in g/mol: 118.2
HOMO in eV: -8.2
HOMO-LUMO gap in eV: 9.11

```
! wB97M-V def2-TZVPD RIJCOSX def2/J DEFGRID3
* xyz 0 1
H 0.410 2.195 1.802
N -0.098 1.308 1.833
C -0.541 1.010 0.651
C -0.343 1.950 -0.519
N -1.863 0.194 0.625
N -2.508 -0.157 -0.580
H -0.925 1.653 -1.393
H 0.716 1.966 -0.791
H -0.623 2.962 -0.218
H -2.198 -0.046 1.558
H -3.508 0.042 -0.542
H -2.413 -1.159 -0.746
C 1.095 -1.092 -1.343
N 0.842 -0.799 0.067
C 1.935 -1.247 0.928
H 0.210 -0.827 -1.926
H 1.291 -2.157 -1.487
H 1.944 -0.510 -1.711
H -0.071 -1.226 0.335
H 1.723 -0.943 1.955
H 2.046 -2.333 0.870
H 2.880 -0.784 0.633
*
```

Density functional theory data (ωB97M-V/def2-TZVPD) for a cluster of 14 separate species, C46H129N9O14 in total.

Summary:
LUMO in eV: 0.43
Calculated total energy in eV: -91857.439
Relative energy (zero: lowest compared OMol25 entry of this formula, charge and spin) in kJ/mol: 759.67
Molar mass in g/mol: 1032.6
HOMO in eV: -8.4
HOMO-LUMO gap in eV: 8.85

```
! wB97M-V def2-TZVPD RIJCOSX def2/J DEFGRID3
* xyz 0 1
C -0.235 -4.832 2.128
C -0.215 -4.992 3.658
C -0.101 -6.420 4.163
O -1.208 -7.147 3.709
C -1.055 -8.593 3.679
N 0.956 -4.311 4.245
H -0.716 -5.655 1.599
H 0.765 -5.000 1.728
H -0.471 -3.850 1.718
H -1.120 -4.491 4.002
H 0.091 -6.378 5.235
H 0.830 -6.821 3.762
H -0.497 -8.896 2.793
H -2.071 -8.966 3.549
H -0.570 -8.965 4.581
H 1.794 -4.759 3.903
H 0.809 -4.401 5.241
C -0.738 -0.611 4.453
C -2.137 -0.008 4.495
C -2.293 1.383 5.100
O -3.672 1.779 5.319
C -4.321 1.224 6.476
N -2.693 0.124 3.151
H -0.748 -1.684 4.262
H -0.232 -0.566 5.418
H -0.147 -0.107 3.689
H -2.737 -0.735 5.043
H -1.808 2.148 4.494
H -1.737 1.447 6.035
H -3.768 1.628 7.324
H -4.092 0.170 6.638
H -5.374 1.422 6.677
H -3.333 -0.556 2.767
H -3.374 0.855 3.297
C 4.761 3.146 -7.741
C 3.571 2.963 -6.903
C 3.880 1.896 -5.843
O 2.689 1.473 -5.339
C 2.864 0.823 -4.088
N 3.288 4.157 -6.185
H 5.142 2.227 -8.187
H 5.694 3.435 -7.257
H 4.667 3.936 -8.487
H 2.769 2.691 -7.589
H 4.369 2.387 -5.002
H 4.442 1.026 -6.183
H 1.966 0.604 -3.511
H 3.539 1.298 -3.376
H 3.293 -0.164 -4.264
H 2.815 3.814 -5.361
H 2.711 4.873 -6.603
C 0.695 3.067 -0.956
C 2.145 2.929 -0.582
C 2.758 4.257 -0.193
O 1.978 4.801 0.859
C 2.522 6.008 1.318
N 2.143 1.965 0.524
H -0.058 3.319 -0.210
H 0.457 2.095 -1.386
H 0.579 3.859 -1.696
H 2.560 2.464 -1.477
H 2.909 4.959 -1.012
H 3.780 4.145 0.168
H 1.710 6.542 1.812
H 2.859 6.633 0.491
H 3.264 5.885 2.107
H 2.087 2.441 1.413
H 1.368 1.331 0.393
C 2.837 -1.128 1.966
C 3.798 -2.393 1.791
C 5.241 -2.202 1.423
O 5.882 -3.482 1.024
C 7.159 -3.210 0.389
N 3.662 -3.239 3.007
H 1.767 -1.280 2.108
H 2.892 -0.517 1.065
H 3.139 -0.394 2.713
H 3.351 -2.923 0.950
H 5.795 -1.897 2.311
H 5.319 -1.425 0.662
H 7.805 -2.733 1.126
H 6.981 -2.527 -0.441
H 7.646 -4.117 0.031
H 2.735 -3.168 3.402
H 4.212 -2.841 3.754
C 0.362 0.712 -9.547
C -0.328 -0.614 -9.135
C -0.454 -0.523 -7.560
O -0.634 -1.866 -7.162
C -0.449 -2.052 -5.717
N -1.640 -0.757 -9.674
H -0.292 1.555 -9.325
H 0.268 0.685 -10.632
H 1.354 0.928 -9.150
H 0.244 -1.485 -9.452
H -1.139 0.250 -7.212
H 0.403 -0.127 -7.014
H -1.003 -2.933 -5.391
H -0.802 -1.254 -5.064
H 0.613 -2.192 -5.516
H -1.664 -1.146 -10.606
H -2.155 -1.409 -9.100
C -1.877 6.878 -1.967
C -1.428 7.241 -0.571
C -1.045 5.989 0.407
O -2.106 5.139 0.732
C -2.019 4.510 2.028
N -0.343 8.104 -0.819
H -1.205 6.146 -2.414
H -1.977 7.780 -2.570
H -2.818 6.329 -2.024
H -2.246 7.728 -0.041
H -0.558 6.424 1.280
H -0.232 5.361 0.042
H -1.281 3.732 2.220
H -2.957 3.969 2.155
H -1.826 5.098 2.925
H -0.589 8.937 -1.333
H 0.279 7.571 -1.409
C -3.340 -3.358 2.651
C -4.726 -2.676 2.518
C -5.311 -2.310 3.902
O -6.741 -2.317 3.862
C -7.375 -1.401 4.741
N -4.691 -1.462 1.642
H -2.900 -3.417 1.656
H -3.425 -4.394 2.982
H -2.750 -2.792 3.372
H -5.491 -3.304 2.062
H -4.938 -1.379 4.329
H -4.946 -2.973 4.687
H -8.447 -1.597 4.780
H -7.223 -0.343 4.530
H -6.989 -1.561 5.748
H -5.620 -1.086 1.766
H -4.703 -1.804 0.692
C 1.903 3.947 3.955
C 1.971 2.653 4.800
C 3.400 1.976 4.834
O 4.495 2.786 5.340
C 5.747 2.048 5.818
N 1.634 2.906 6.228
H 2.102 3.392 3.039
H 2.687 4.688 4.111
H 0.972 4.510 4.022
H 1.197 1.978 4.436
H 3.603 1.559 3.848
H 3.171 1.026 5.319
H 6.601 2.720 5.898
H 6.107 1.305 5.106
H 5.559 1.362 6.644
H 2.429 3.291 6.718
H 0.964 3.660 6.262
C 0.224 -4.715 -1.355
C 0.388 -4.420 -2.870
O 0.682 -5.658 -3.489
H -0.001 -3.824 -0.767
H 1.194 -5.063 -1.001
H -0.512 -5.489 -1.139
H 1.057 -3.614 -3.172
H -0.614 -4.129 -3.185
H -0.115 -6.188 -3.570
C 3.487 -1.880 -2.002
C 4.001 -3.270 -2.259
O 4.731 -3.249 -3.483
H 2.700 -1.461 -2.630
H 4.226 -1.115 -2.239
H 3.200 -1.710 -0.964
H 3.305 -4.078 -2.486
H 4.666 -3.606 -1.463
H 5.562 -2.800 -3.313
C -5.502 2.250 -1.409
C -5.916 1.053 -2.243
O -4.796 0.715 -2.949
H -5.390 3.147 -2.019
H -4.598 2.023 -0.843
H -6.371 2.473 -0.790
H -6.794 1.236 -2.861
H -6.225 0.471 -1.374
H -4.736 1.352 -3.665
C -3.210 -2.631 -2.225
C -4.652 -2.921 -1.821
O -5.156 -1.898 -1.051
H -3.217 -1.646 -2.693
H -2.897 -3.314 -3.014
H -2.352 -2.550 -1.558
H -4.674 -3.774 -1.142
H -5.198 -3.029 -2.759
H -5.650 -1.333 -1.650
C -2.349 0.359 -0.150
C -1.019 -0.282 0.227
O -0.412 0.427 1.287
H -2.142 1.297 -0.664
H -2.851 0.680 0.763
H -2.907 -0.291 -0.824
H -0.410 -0.319 -0.676
H -1.353 -1.284 0.497
H -1.001 0.476 2.044
*
```

Density functional theory data (ωB97M-V/def2-TZVPD) for a structure of composition C2H4BrOP.

Summary:
LUMO (alpha / beta) in eV: -0.08 / -2.49
Calculated total energy in eV: -83512.729
Relative energy (zero: lowest compared OMol25 entry of this formula, charge and spin) in kJ/mol: 159.78
Molar mass in g/mol: 154.9
HOMO (alpha / beta) in eV: -7.3 / -9.4
⟨S²⟩: 2.02
HOMO-LUMO gap (alpha / beta) in eV: 7.20 / 6.87

```
! wB97M-V def2-TZVPD RIJCOSX def2/J DEFGRID3
* xyz 0 3
C -0.597 -0.197 -1.770
C -0.468 -0.521 2.242
O 1.351 -0.244 -0.001
P -0.102 -0.143 -0.084
Br 0.289 1.129 2.831
H -1.599 -0.110 -2.178
H 0.234 0.359 -2.211
H 0.280 -1.335 2.202
H -1.503 -0.635 2.633
*
```

Density functional theory data (ωB97M-V/def2-TZVPD) for a structure of composition C20H31AlBNO2.

Summary:
LUMO in eV: 0.26
Calculated total energy in eV: -34099.114
Molar mass in g/mol: 355.3
HOMO in eV: -7.5
HOMO-LUMO gap in eV: 7.76

```
! wB97M-V def2-TZVPD RIJCOSX def2/J DEFGRID3
* xyz 0 1
O -0.312 0.400 0.580
C 0.745 -0.120 -0.414
C 0.233 0.776 -1.525
H 0.545 -1.191 -0.510
H 1.745 0.095 -0.020
C -0.909 1.187 -0.553
H -0.099 0.199 -2.398
H 0.917 1.611 -1.752
C -2.230 0.563 -0.925
H -2.134 -0.529 -0.968
H -2.501 0.935 -1.921
H -3.010 0.838 -0.203
C -1.004 2.655 -0.229
H -0.010 3.094 -0.098
H -1.595 2.835 0.679
H -1.500 3.147 -1.076
Al -0.179 0.135 2.404
C 0.655 1.946 4.260
C 1.588 0.877 4.147
C 2.106 0.892 2.807
H 1.962 0.254 4.961
C 1.490 1.987 2.109
C 0.562 2.616 3.000
H 0.022 3.536 2.794
H 0.181 2.263 5.184
H 2.975 0.341 2.451
H 1.854 2.411 1.180
C -1.665 -0.057 4.602
C -2.072 1.135 3.937
C -2.371 0.820 2.574
H -2.253 2.103 4.393
C -2.171 -0.606 2.410
C -1.751 -1.131 3.677
H -1.641 -2.195 3.906
H -1.390 -0.152 5.648
H -2.965 1.439 1.900
H -2.548 -1.199 1.570
O 0.532 -1.243 -4.617
C 0.053 -0.166 -5.459
C 0.219 -0.565 -6.928
H 0.643 0.752 -5.252
H -0.995 0.055 -5.196
C 1.440 -1.529 -6.848
H 0.406 0.297 -7.579
H -0.664 -1.123 -7.288
C 1.210 -2.190 -5.484
H 2.375 -0.936 -6.842
H 1.462 -2.250 -7.675
H 2.148 -2.507 -5.003
H 0.580 -3.093 -5.615
B 1.765 -3.667 3.787
C 1.156 -2.424 3.114
N 0.730 -1.458 2.594
H 1.116 -3.927 4.781
H 2.936 -3.436 4.017
H 1.623 -4.499 2.914
*
```

Density functional theory data (ωB97M-V/def2-TZVPD) for a cluster of 4 separate species, H8O4 in total.

Summary:
LUMO in eV: 0.37
Calculated total energy in eV: -8319.461
Relative energy (zero: lowest compared OMol25 entry of this formula, charge and spin) in kJ/mol: 117.21
SMILES: O.O.O.O
Molar mass in g/mol: 72.1
HOMO in eV: -11.2
HOMO-LUMO gap in eV: 11.58

```
! wB97M-V def2-TZVPD RIJCOSX def2/J DEFGRID3
* xyz 0 1
O 1.203 -1.617 -1.428
H 1.030 -0.692 -1.639
H 0.344 -1.961 -1.160
O -4.078 -1.541 -1.081
H -4.304 -1.076 -1.894
H -4.488 -1.014 -0.386
O 2.785 0.422 2.160
H 2.614 1.227 2.661
H 2.416 -0.280 2.708
O 1.021 2.259 0.353
H 0.787 2.863 -0.360
H 0.670 1.409 0.066
*
```

Density functional theory data (ωB97M-V/def2-TZVPD) for a structure of composition N2O6Rb.

Summary:
LUMO in eV: 0.59
Calculated total energy in eV: -15913.373
Relative energy (zero: lowest compared OMol25 entry of this formula, charge and spin) in kJ/mol: 339.73
Molar mass in g/mol: 209.5
HOMO in eV: -2.8
HOMO-LUMO gap in eV: 3.34

```
! wB97M-V def2-TZVPD RIJCOSX def2/J DEFGRID3
* xyz -1 1
Rb 0.900 -10.338 23.517
N -0.407 -12.128 25.982
O -1.582 -12.183 26.475
O -0.117 -13.129 25.388
O 0.420 -11.139 26.116
N 0.376 -14.985 28.194
O -0.615 -14.643 28.839
O 1.183 -14.139 27.813
O 0.150 -16.078 27.571
*
```